1.
{"formula": "C5H12O", "method": "ωB97M-V/def2-TZVPD", "smiles": "CC(C)CCO", "e_lumo_ev": 0.96, "homo_ev": -10.1, "elements": ["O", "C", "C", "C", "C", "C", "H", "H", "H", "H", "H", "H", "H", "H", "H", "H", "H", "H"], "coordinates": [[2.048, -0.880, -0.223], [-1.349, 1.084, 1.438], [-0.344, 0.726, 0.325], [0.772, -1.367, -0.635], [-0.386, -0.866, 0.158], [-0.796, 1.351, -0.995], [-0.924, 0.765, 2.392], [-1.494, 2.162, 1.453], [-0.170, 1.014, -1.820], [-1.305, -1.005, -0.405], [-0.906, 2.434, -0.970], [2.667, -1.531, -0.521], [-0.375, -1.200, 1.197], [0.638, -1.116, -1.695], [-2.249, 0.471, 1.344], [0.666, 0.923, 0.682], [-1.790, 0.935, -1.175], [0.811, -2.462, -0.651]], "lowdin_charge": [-0.058, -0.091, -0.413, -0.286, -0.162, -0.079, 0.073, 0.074, 0.070, 0.112, 0.075, 0.069, 0.114, 0.109, 0.078, 0.122, 0.078, 0.116]}


2.
{"formula": "C27H21ClMgN6OS", "method": "ωB97M-V/def2-TZVPD", "e_lumo_ev": [4.16, 4.16], "charge": -2, "homo_ev": [-0.1, -0.5], "elements": ["Cl", "S", "Mg", "O", "N", "N", "N", "N", "N", "N", "C", "C", "C", "C", "C", "C", "C", "C", "C", "C", "C", "C", "C", "C", "C", "C", "C", "C", "C", "C", "C", "C", "C", "C", "C", "C", "C", "H", "H", "H", "H", "H", "H", "H", "H", "H", "H", "H", "H", "H", "H", "H", "H", "H", "H", "H", "H", "H"], "coordinates": [[5.825, -0.754, -1.561], [1.896, 1.365, 0.965], [0.087, -0.443, -0.124], [-0.873, -2.098, 0.841], [-1.402, 0.397, -2.810], [1.888, -1.205, -1.516], [-0.691, 0.776, -1.759], [1.402, -1.072, 1.687], [-1.312, -1.697, -1.760], [-1.463, 1.234, 0.689], [2.193, -2.257, 3.596], [-1.245, 4.730, -0.563], [2.079, 0.033, 2.053], [2.842, 0.028, 3.238], [-1.444, 3.685, 0.332], [-1.270, 2.334, -0.062], [-1.585, -0.937, -2.854], [1.686, -1.980, -2.583], [-0.866, 4.502, -1.879], [-0.861, 2.131, -1.424], [4.214, -1.256, -1.994], [-1.847, -3.684, -2.997], [-1.872, 1.450, 2.008], [2.894, -1.120, 3.997], [4.015, -2.060, -3.099], [-1.380, 1.794, 4.364], [3.138, -0.843, -1.226], [-3.656, 1.582, 3.653], [-0.955, 1.645, 3.053], [-0.679, 3.180, -2.297], [-1.434, -3.020, -1.854], [-2.179, -2.900, -4.119], [-2.064, -1.539, -4.054], [-2.736, 1.767, 4.677], [-3.231, 1.426, 2.341], [1.453, -2.175, 2.428], [2.716, -2.427, -3.397], [0.095, 1.669, 2.787], [4.854, -2.382, -3.703], [3.372, 0.924, 3.529], [-1.193, -3.542, -0.931], [-2.517, -3.372, -5.037], [-2.291, -0.898, -4.896], [-3.944, 1.260, 1.541], [-0.709, 5.328, -2.564], [-1.387, 5.750, -0.215], [0.661, -2.245, -2.790], [0.833, -2.986, 2.058], [-1.935, -4.763, -3.008], [-4.718, 1.548, 3.880], [-0.389, 2.949, -3.316], [-3.070, 1.879, 5.703], [2.204, -3.167, 4.181], [3.260, -0.186, -0.369], [2.494, -3.051, -4.252], [-1.737, 3.903, 1.352], [3.479, -1.134, 4.912], [-0.644, 1.928, 5.150]], "lowdin_charge": [0.632, 0.594, 0.522, -0.494, 0.043, 0.079, -0.056, -0.034, 0.043, 0.018, -0.103, -0.161, -0.786, -0.117, -0.048, -0.300, -0.383, -0.091, -0.170, -0.258, -0.641, -0.129, -0.309, -0.119, -0.113, -0.114, -0.156, -0.131, -0.035, -0.077, -0.195, -0.142, -0.060, -0.152, -0.035, -0.150, -0.054, 0.048, 0.098, 0.086, 0.083, 0.080, 0.087, 0.105, 0.063, 0.075, 0.088, 0.088, 0.069, 0.080, 0.088, 0.073, 0.078, 0.031, 0.101, 0.091, 0.087, 0.085]}


3.
{"formula": "C6H10", "method": "ωB97M-V/def2-TZVPD", "e_lumo_ev": -0.94, "homo_ev": -6.6, "elements": ["C", "C", "C", "C", "C", "C", "H", "H", "H", "H", "H", "H", "H", "H", "H", "H"], "coordinates": [[0.503, 1.745, 0.067], [-0.567, -1.022, -0.179], [0.748, -0.764, 0.372], [1.389, 0.540, 0.048], [-1.483, -1.262, 0.880], [-0.868, -0.824, -1.485], [0.881, -1.116, 1.408], [-1.888, -1.024, -1.773], [1.149, -0.286, -0.848], [-0.110, -0.648, -2.237], [1.208, 2.557, -0.165], [-0.365, 1.791, -0.579], [-0.917, -1.719, 1.697], [-2.274, -0.592, 1.187], [2.351, 0.506, 0.542], [0.243, 2.119, 1.066]], "lowdin_charge": [-0.091, -0.526, -0.074, -0.182, 0.084, -0.027, 0.123, 0.048, 0.155, 0.049, 0.073, 0.077, 0.033, 0.056, 0.115, 0.086]}


What did we get for energy relative to the best compared isomer or geometry (same formula, charge and spin)? Answer: 16.50 38.71 159.96 kcal/mol, in the order shown.